[1]
Molecular formula: C29H59ClP2Si3Tc
Method: DFT, ωB97M-V/def2-TZVPD

```
95
Properties=species:S:1:pos:R:3:forces:R:3:mulliken_spin:R:1
H 1.782785 4.862630 -3.469126 -0.1 -0.2 -0.1 0.00
H 1.820243 -5.213745 -2.601210 -0.1 0.1 -0.2 0.00
H -0.208468 5.360505 -1.792402 -0.2 -0.2 0.1 0.00
C 1.620899 -4.190454 -2.946786 0.2 -0.3 0.0 0.01
C -2.927613 -3.319381 -1.243517 0.0 -0.1 -0.1 -0.06
C -1.285762 2.571622 2.346345 0.1 -0.3 0.1 0.01
Si 1.146069 0.127606 4.136947 -0.4 -0.1 -0.2 -0.01
C -4.441486 -0.371130 -3.531758 -0.2 0.0 -0.1 0.92
C -1.422379 3.505538 -1.705248 0.3 -0.3 0.2 0.01
C 2.001372 -1.374691 4.838735 0.2 -0.2 0.1 0.00
H -3.285863 3.051301 -0.630835 0.0 -0.1 -0.3 0.00
C -1.223849 -5.167615 -0.928999 -0.1 -0.1 -0.2 0.00
P -0.533344 -2.587598 0.062469 -0.2 -0.2 -0.5 -0.08
C -1.137846 3.529089 1.166418 -0.1 -0.1 0.0 0.00
H -3.114498 -2.452273 -1.889524 0.1 -0.1 0.3 0.06
H -0.880596 -4.624802 3.271556 0.1 0.1 -0.1 0.00
C -0.374645 -4.289114 2.356728 0.0 -0.1 0.1 0.00
Si 2.070329 2.760682 -2.174734 -0.7 -0.9 0.2 0.02
H -1.090420 1.178007 4.640453 0.2 -0.2 0.1 0.00
H 2.382573 1.658144 5.638613 0.0 0.0 -0.2 0.00
H 2.117418 -1.247836 5.924870 0.0 -0.1 -0.2 0.00
H -1.790033 5.436720 -2.568804 0.1 0.0 0.2 0.00
H -0.175973 -5.484537 -0.996913 -0.2 0.2 0.1 0.00
H -3.481326 -4.177995 -1.649673 0.1 0.2 0.1 0.00
H -3.928512 -0.702841 -4.439725 -0.2 0.2 0.5 0.02
H 1.253039 4.413197 -0.518632 -0.1 -0.3 0.2 0.00
H -3.094924 2.165497 -2.163495 0.0 0.2 0.3 0.05
C 0.015427 0.587604 -2.568351 0.3 -0.5 -1.1 -0.01
H -2.119684 1.871349 2.203569 0.2 0.1 0.0 0.01
H -0.372003 1.966728 2.456076 -0.4 0.3 0.1 -0.01
C -1.664291 -2.154423 2.590255 0.1 0.3 0.2 0.00
H -4.660613 0.689384 -3.381026 0.2 -0.5 -0.1 0.02
H -3.494664 3.898254 -2.174853 0.1 -0.2 0.1 0.00
C 3.924730 2.716743 -1.962975 0.1 0.0 0.0 0.01
C 1.398755 1.025336 -2.366650 0.2 0.4 -0.5 0.34
H -0.170323 -5.184826 1.757601 0.0 0.2 0.1 0.00
H 4.248128 -3.828138 -1.019742 0.0 0.2 0.0 0.00
C 1.372323 -1.271789 -2.129010 -0.2 -0.5 -0.3 0.32
H -1.689935 5.480628 -0.801811 0.1 -0.1 -0.2 0.00
H 4.108455 -2.098303 -0.580828 0.0 -0.2 -0.1 0.00
H 2.292306 -3.981171 -3.792118 -0.2 -0.1 0.1 0.00
H -0.799971 -1.492484 2.732552 -0.4 -0.3 0.1 0.00
H 4.364202 -2.573326 -2.277977 0.0 -0.1 0.2 0.00
C 3.864153 -2.851214 -1.341252 0.1 0.0 -0.1 0.00
H -0.262011 5.533635 0.837771 0.1 -0.2 0.1 0.00
H -4.856408 -1.107780 -2.838723 0.2 0.4 -0.3 0.03
C 2.180962 -0.122341 -2.173098 -0.6 0.2 0.6 -0.20
H -1.204666 -0.580676 4.721507 0.2 0.2 0.1 0.00
C -1.431651 -3.671402 -1.191228 0.4 0.3 0.2 0.02
C 0.942950 -0.036998 2.309361 -0.8 0.1 -2.7 0.09
H 1.229054 -4.315934 0.299772 -0.1 0.3 0.1 0.00
H -2.473987 -1.535962 2.187674 0.1 -0.1 0.1 0.00
C -0.302347 4.740157 1.592242 0.0 0.2 0.1 0.00
H -0.411582 0.310866 6.041132 -0.1 0.0 -0.2 0.00
H 1.613569 2.579327 4.327776 0.0 -0.2 0.0 0.00
H 0.581983 -3.833509 2.652041 -0.3 -0.1 -0.1 0.00
C -2.910726 3.122713 -1.660126 0.0 0.0 -0.1 -0.04
H 0.590758 -4.131356 -3.315152 0.2 0.0 0.1 0.00
H 2.282876 3.494716 -4.487849 -0.2 0.1 0.1 0.00
H 3.082739 1.643974 4.000868 -0.1 0.0 0.2 0.00
H 4.323590 3.733378 -1.849158 0.0 -0.2 0.0 0.00
H 3.264095 -0.123918 -2.054159 -0.3 0.0 0.2 -0.02
H 4.392213 2.266156 -2.848548 0.0 0.1 0.2 0.00
H -3.333427 -3.101074 -0.247102 0.0 0.0 -0.3 0.00
H -1.448299 3.140002 3.274821 0.0 -0.1 -0.2 0.00
H -1.965174 -2.563099 3.566532 0.0 0.1 -0.2 0.00
H -0.985941 3.100835 -2.631433 -0.2 0.3 0.2 0.00
H 0.723637 4.444279 1.849881 -0.2 0.1 -0.1 0.00
H 1.833217 2.934407 0.269168 -0.1 0.0 -0.2 0.00
Si 2.022209 -2.946410 -1.614925 -0.5 0.9 0.0 0.02
H -2.141282 3.864503 0.860950 0.3 0.0 0.1 0.00
H 4.213111 2.123105 -1.086110 -0.1 0.2 -0.1 0.00
C 1.229411 3.314588 -0.571857 0.2 0.3 0.1 0.01
H -0.759063 1.168664 -3.060884 0.2 -0.2 0.0 0.01
H 2.996286 -1.494755 4.389579 -0.2 0.0 0.1 0.00
C 0.515874 -0.039982 1.115904 1.8 0.3 5.2 0.08
H -0.977229 -3.403793 -2.157326 -0.2 -0.2 0.3 0.00
C -1.279847 -3.282108 1.641652 -0.1 0.2 0.0 0.01
H 1.437554 -2.298879 4.655781 0.1 0.2 0.0 0.00
H -0.754209 5.174846 2.493209 0.1 -0.1 -0.1 0.00
C 0.000094 -0.860410 -2.452237 0.4 0.2 -1.5 -0.05
C 1.174805 -3.247253 0.042092 0.0 -0.3 0.0 0.01
H -1.778622 -5.732031 -1.692283 0.1 0.0 0.2 0.00
C -0.552717 0.272096 4.950114 -0.1 0.0 0.0 0.01
H -0.752594 -1.494106 -2.918780 0.2 0.1 0.2 0.03
H 0.584734 3.646335 -3.994440 0.2 0.1 0.1 0.00
H -1.618870 -5.463754 0.052358 0.1 0.0 -0.3 0.00
P -0.461777 2.628061 -0.335253 -0.2 0.1 -0.5 -0.08
C -1.250205 5.028345 -1.701333 -0.1 0.1 -0.2 0.00
Cl -2.566531 -0.032381 -0.214971 -2.8 0.2 0.4 0.12
C 1.619331 3.793679 -3.663390 0.1 0.3 -0.1 0.01
Tc -0.423943 -0.035822 -0.551393 2.6 -0.1 0.0 1.33
H 1.716055 -2.679673 0.817845 -0.1 -0.1 -0.3 0.00
H -2.203421 -3.787657 1.319526 0.3 0.0 0.1 0.00
C 2.141234 1.647548 4.566992 0.3 0.2 -0.1 0.00
```
Positions in Å, forces in eV/Å.

⟨S²⟩ = 3.789
2S+1 = 4
E_LUMO (alpha / beta) = 0.31 / 0.08 eV
HOMO-LUMO gap (alpha / beta) = 6.6 / 6.9 eV
net charge = 0
HOMO energy (alpha / beta) = -6.31 / -6.86 eV

[2]
Molecular formula: C5H13NO2
Method: DFT, ωB97M-V/def2-TZVPD

```
21
Properties=species:S:1:pos:R:3:forces:R:3:nbo_charge:R:1
H -3.007872 -2.061286 1.100054 0.2 -0.2 1.0 0.46
H -2.965103 2.024913 -1.578059 0.0 -0.2 -0.7 0.22
H 1.346197 1.585249 1.111776 0.9 0.4 -0.1 0.24
C -0.341200 0.829621 0.101936 1.8 0.8 -0.9 -0.39
H -2.930113 0.968343 -0.308572 0.3 -0.5 0.1 0.21
O -2.082167 -1.766215 1.152009 -1.2 -0.1 -1.2 -0.92
C 1.869519 -0.323819 0.410441 0.5 -0.5 0.2 0.68
H -0.563607 0.863426 -2.073488 0.9 0.2 -0.2 0.19
O 2.566201 -0.616749 1.361629 0.1 0.4 0.0 -0.61
H -0.782313 2.430409 -1.222792 0.4 0.3 -0.3 0.20
C -2.460420 1.099895 -1.290301 -0.2 1.1 1.0 -0.62
N 1.584588 -1.272360 -0.534633 -0.9 1.9 -0.6 -0.83
H 1.704351 1.495900 -0.686904 -0.2 0.3 0.0 0.23
H -2.057512 -1.511144 0.213043 0.8 0.2 0.3 0.46
H 1.984652 -2.154171 -0.494528 0.8 -1.6 0.4 0.40
C 1.245741 1.038992 0.185295 -1.6 -1.3 0.6 -0.51
C -0.935352 1.364134 -1.188011 -1.5 -0.7 0.3 -0.40
H -2.721378 0.273569 -1.942538 -0.1 0.0 -0.1 0.20
H -0.536389 -0.227362 0.198749 -0.3 0.0 0.4 0.20
H 0.902250 -1.108979 -1.251218 0.1 0.1 -0.1 0.38
H -0.697114 1.409586 0.948396 -0.6 -0.4 0.0 0.21
```
Positions in Å, forces in eV/Å.

relative energy (zero: lowest compared OMol25 entry of this formula, charge and spin) = 1.044 eV
2S+1 = 1
E_LUMO = 0.57 eV
HOMO-LUMO gap = 10.1 eV
SMILES = CCCCC(N)=O.O
net charge = 0
HOMO energy = -9.52 eV

Repeat the second record exactly.
Molecular formula: C5H13NO2
Method: DFT, ωB97M-V/def2-TZVPD

```
21
Properties=species:S:1:pos:R:3:forces:R:3:nbo_charge:R:1
H -3.007872 -2.061286 1.100054 0.2 -0.2 1.0 0.46
H -2.965103 2.024913 -1.578059 0.0 -0.2 -0.7 0.22
H 1.346197 1.585249 1.111776 0.9 0.4 -0.1 0.24
C -0.341200 0.829621 0.101936 1.8 0.8 -0.9 -0.39
H -2.930113 0.968343 -0.308572 0.3 -0.5 0.1 0.21
O -2.082167 -1.766215 1.152009 -1.2 -0.1 -1.2 -0.92
C 1.869519 -0.323819 0.410441 0.5 -0.5 0.2 0.68
H -0.563607 0.863426 -2.073488 0.9 0.2 -0.2 0.19
O 2.566201 -0.616749 1.361629 0.1 0.4 0.0 -0.61
H -0.782313 2.430409 -1.222792 0.4 0.3 -0.3 0.20
C -2.460420 1.099895 -1.290301 -0.2 1.1 1.0 -0.62
N 1.584588 -1.272360 -0.534633 -0.9 1.9 -0.6 -0.83
H 1.704351 1.495900 -0.686904 -0.2 0.3 0.0 0.23
H -2.057512 -1.511144 0.213043 0.8 0.2 0.3 0.46
H 1.984652 -2.154171 -0.494528 0.8 -1.6 0.4 0.40
C 1.245741 1.038992 0.185295 -1.6 -1.3 0.6 -0.51
C -0.935352 1.364134 -1.188011 -1.5 -0.7 0.3 -0.40
H -2.721378 0.273569 -1.942538 -0.1 0.0 -0.1 0.20
H -0.536389 -0.227362 0.198749 -0.3 0.0 0.4 0.20
H 0.902250 -1.108979 -1.251218 0.1 0.1 -0.1 0.38
H -0.697114 1.409586 0.948396 -0.6 -0.4 0.0 0.21
```
Positions in Å, forces in eV/Å.

relative energy (zero: lowest compared OMol25 entry of this formula, charge and spin) = 1.044 eV
2S+1 = 1
E_LUMO = 0.57 eV
HOMO-LUMO gap = 10.1 eV
SMILES = CCCCC(N)=O.O
net charge = 0
HOMO energy = -9.52 eV

What did the second record say?
Molecular formula: C5H13NO2
Method: DFT, ωB97M-V/def2-TZVPD

```
21
Properties=species:S:1:pos:R:3:forces:R:3:nbo_charge:R:1
H -3.007872 -2.061286 1.100054 0.2 -0.2 1.0 0.46
H -2.965103 2.024913 -1.578059 0.0 -0.2 -0.7 0.22
H 1.346197 1.585249 1.111776 0.9 0.4 -0.1 0.24
C -0.341200 0.829621 0.101936 1.8 0.8 -0.9 -0.39
H -2.930113 0.968343 -0.308572 0.3 -0.5 0.1 0.21
O -2.082167 -1.766215 1.152009 -1.2 -0.1 -1.2 -0.92
C 1.869519 -0.323819 0.410441 0.5 -0.5 0.2 0.68
H -0.563607 0.863426 -2.073488 0.9 0.2 -0.2 0.19
O 2.566201 -0.616749 1.361629 0.1 0.4 0.0 -0.61
H -0.782313 2.430409 -1.222792 0.4 0.3 -0.3 0.20
C -2.460420 1.099895 -1.290301 -0.2 1.1 1.0 -0.62
N 1.584588 -1.272360 -0.534633 -0.9 1.9 -0.6 -0.83
H 1.704351 1.495900 -0.686904 -0.2 0.3 0.0 0.23
H -2.057512 -1.511144 0.213043 0.8 0.2 0.3 0.46
H 1.984652 -2.154171 -0.494528 0.8 -1.6 0.4 0.40
C 1.245741 1.038992 0.185295 -1.6 -1.3 0.6 -0.51
C -0.935352 1.364134 -1.188011 -1.5 -0.7 0.3 -0.40
H -2.721378 0.273569 -1.942538 -0.1 0.0 -0.1 0.20
H -0.536389 -0.227362 0.198749 -0.3 0.0 0.4 0.20
H 0.902250 -1.108979 -1.251218 0.1 0.1 -0.1 0.38
H -0.697114 1.409586 0.948396 -0.6 -0.4 0.0 0.21
```
Positions in Å, forces in eV/Å.

relative energy (zero: lowest compared OMol25 entry of this formula, charge and spin) = 1.044 eV
2S+1 = 1
E_LUMO = 0.57 eV
HOMO-LUMO gap = 10.1 eV
SMILES = CCCCC(N)=O.O
net charge = 0
HOMO energy = -9.52 eV

Which value of 2S+1 does entry 1 give?
4